{"formula": "C58H97B4F16N7O10", "method": "ωB97M-V/def2-TZVPD", "species": ["H", "F", "H", "H", "H", "H", "H", "B", "N", "H", "F", "C", "H", "H", "H", "H", "H", "O", "C", "O", "C", "H", "H", "C", "C", "H", "H", "C", "C", "H", "H", "C", "C", "H", "H", "C", "C", "H", "B", "H", "H", "C", "C", "N", "H", "N", "N", "H", "C", "H", "C", "N", "H", "H", "F", "H", "H", "C", "H", "C", "H", "H", "H", "C", "F", "H", "H", "C", "H", "C", "H", "C", "C", "B", "H", "F", "C", "H", "H", "C", "H", "C", "C", "C", "H", "H", "H", "O", "H", "C", "H", "O", "F", "C", "C", "C", "H", "H", "F", "H", "H", "C", "F", "F", "C", "H", "O", "H", "H", "H", "C", "H", "H", "H", "H", "H", "H", "C", "O", "H", "C", "H", "H", "H", "C", "H", "C", "N", "C", "C", "H", "C", "C", "C", "O", "H", "C", "C", "F", "C", "N", "H", "C", "F", "H", "C", "H", "H", "F", "H", "C", "C", "H", "H", "C", "H", "H", "F", "H", "O", "H", "H", "F", "C", "H", "F", "C", "C", "H", "B", "H", "O", "H", "H", "H", "F", "H", "H", "H", "C", "C", "H", "H", "H", "O", "C", "H", "C", "H", "H", "H", "H"], "xyz": [[4.982, -4.258, -0.385], [6.702, 2.055, -0.168], [-0.788, -1.819, 6.739], [2.478, -3.284, -8.324], [-1.047, -0.932, 2.142], [-2.133, -6.409, -5.346], [3.518, -3.785, 0.872], [1.422, 4.384, -7.540], [-1.800, -3.434, -0.087], [4.008, -1.998, 3.733], [-6.898, -1.694, 4.830], [-2.443, -2.391, 3.875], [4.418, 6.292, -1.294], [1.870, -2.345, -0.762], [2.129, -6.729, 3.152], [-0.494, 0.952, -5.344], [2.644, -0.810, -8.111], [-1.630, -3.349, -4.441], [-6.597, 2.184, 4.558], [-2.144, 3.603, 5.409], [-1.210, -2.297, 0.377], [-4.795, 0.447, 5.609], [-7.093, 1.194, 4.598], [4.855, 3.673, -2.261], [-0.325, 2.217, 5.815], [-1.749, -2.873, -2.149], [4.259, 0.734, -3.825], [-9.213, 6.678, -0.481], [-6.573, 5.787, -0.065], [6.129, 6.510, -0.964], [-1.311, -2.403, 11.109], [3.583, -2.905, 1.476], [-5.613, 6.636, 2.311], [2.822, -2.962, 2.270], [3.878, 4.091, -2.186], [2.375, 2.596, -4.249], [-6.489, 4.868, 1.020], [2.480, 2.594, -2.104], [5.727, 1.203, 0.398], [0.235, -0.455, -3.460], [-11.290, 6.893, 0.299], [5.794, -4.351, 0.328], [-2.217, -2.663, 2.468], [-5.502, 2.293, 5.395], [2.307, 1.912, -5.030], [-5.658, 6.787, -0.074], [4.951, -2.984, 2.117], [1.260, -6.876, 1.634], [-1.628, -3.744, -1.525], [-1.452, -0.509, -5.644], [-4.663, 3.308, 5.182], [1.635, -1.153, -6.395], [3.562, -2.707, -1.100], [-6.765, 5.301, -1.018], [6.234, -0.013, -6.103], [5.057, -0.904, 2.738], [-3.679, 3.323, 5.668], [-1.267, -4.488, -4.807], [4.558, -5.893, 1.392], [-2.682, -4.124, 0.649], [-3.832, 4.701, 3.982], [6.049, -4.228, 3.439], [-2.457, -5.054, -6.480], [-4.770, 4.228, 4.105], [5.940, 1.075, 1.832], [6.512, 3.349, -4.437], [-3.518, -4.384, 2.551], [-1.618, -1.798, 6.003], [3.782, -0.860, -6.686], [0.367, -0.394, -6.825], [2.165, 0.168, -4.920], [-10.546, 6.166, 0.122], [-5.128, 1.203, 6.343], [-7.448, -1.711, 6.181], [1.912, 1.038, -2.769], [5.824, 0.037, -0.297], [6.045, 2.478, -4.072], [2.961, -1.072, -1.489], [5.823, -2.143, 0.368], [1.488, -3.192, -7.824], [-4.856, -1.681, 6.146], [-5.336, 7.492, -1.340], [-3.914, -1.836, 5.653], [1.740, -0.850, -4.936], [5.811, -2.004, 3.814], [-0.117, 1.156, 5.921], [3.588, 4.435, -4.283], [-0.114, -4.972, -4.688], [5.830, 1.798, -4.885], [-1.414, -1.881, 1.661], [5.443, 5.319, -3.462], [-9.158, 7.102, -1.591], [0.549, 3.166, -7.259], [6.060, -2.938, 1.038], [-3.039, -1.080, 7.811], [1.522, -2.581, -6.463], [-4.079, -0.748, 7.896], [0.739, 0.550, -7.278], [2.846, 4.262, -7.169], [-4.288, 1.525, 6.978], [2.531, -1.034, 1.153], [4.054, 1.520, -3.067], [6.865, -0.436, -4.007], [-7.800, -3.008, 6.600], [0.303, -0.870, -4.462], [0.218, 2.582, 4.953], [-2.540, 1.448, 5.243], [6.954, -2.728, 1.642], [-0.140, -0.962, -7.610], [4.486, 1.194, -2.116], [2.543, 1.896, -2.965], [-2.322, -0.346, 8.049], [6.762, 1.974, -3.391], [-4.625, -2.452, 3.788], [4.272, -4.460, 3.362], [-2.382, -4.531, -1.787], [-3.320, -5.015, -5.118], [-0.421, -0.142, -5.604], [1.876, -4.245, 3.430], [6.753, -4.648, -0.167], [2.908, -1.907, -0.781], [-0.449, -3.813, 10.660], [-0.669, -4.129, -1.747], [-5.968, 8.372, -1.369], [-1.783, 2.412, 5.512], [-4.880, 8.285, 1.221], [3.743, 3.369, -4.489], [-2.850, -1.567, 6.423], [-5.421, 7.330, 1.187], [0.890, -4.611, -7.669], [0.463, -2.350, 11.041], [-0.409, -2.728, 10.519], [5.461, -5.239, 1.586], [-2.356, -5.371, -5.464], [0.444, -4.275, 1.723], [0.860, -5.177, -8.582], [-3.741, -2.229, 4.358], [1.207, -4.836, 2.559], [7.547, -1.875, -5.695], [-0.345, -2.454, 9.030], [4.709, 2.768, -3.481], [-2.908, -1.979, 8.427], [-6.821, 3.157, 3.563], [-8.565, -0.878, 6.170], [-10.992, 5.509, -0.573], [5.369, 5.748, -1.314], [0.036, 2.910, 6.579], [-6.882, 3.886, 0.859], [5.417, -1.867, -4.976], [1.454, -5.137, -6.910], [3.293, -1.591, 0.662], [-1.341, -2.208, 4.697], [-3.074, -4.987, 0.262], [0.914, -2.630, -8.576], [5.177, -4.283, 2.767], [1.526, 3.315, -4.287], [-0.099, -1.896, -4.262], [1.464, 4.518, -8.935], [-5.944, 0.924, 6.981], [0.201, -1.397, 8.713], [2.447, -1.589, -4.549], [0.597, -2.803, -5.888], [0.848, 5.435, -6.834], [5.702, 4.868, -2.481], [6.273, -5.933, 1.647], [4.386, 1.677, 0.118], [-2.819, -3.785, 1.955], [-6.057, 5.293, 2.241], [4.176, -0.960, 0.651], [6.539, -1.035, -5.170], [2.694, 0.573, -6.982], [-8.268, 6.420, 0.332], [-7.617, 2.917, 2.870], [-10.300, 5.577, 0.984], [2.316, -2.991, -5.887], [-6.456, -1.220, 7.185], [-5.423, 6.795, -2.163], [5.267, 5.048, -0.460], [-0.420, -2.554, 4.234], [-5.915, 4.218, 3.343], [2.811, -0.546, -7.082], [-0.490, -1.772, -0.277], [5.201, 3.148, -1.395], [0.380, -6.824, 3.069], [-0.887, -3.278, 8.263], [4.940, -1.913, 3.158], [-0.170, -4.603, -7.313], [1.285, -6.368, 2.569], [6.731, 4.539, -2.489], [4.155, 3.279, -5.504], [-4.287, 7.840, -1.360], [-5.383, 6.902, 3.289]], "homo_energy_ha": -0.1752, "molar_mass_g_mol": 1399.669, "total_charge": -2, "multiplicity": 1, "fmax_ev_per_a": 3.02}

{"formula": "C20H63FN18O36P", "method": "ωB97M-V/def2-TZVPD", "species": ["N", "C", "C", "O", "O", "H", "N", "O", "O", "H", "H", "H", "H", "N", "H", "C", "H", "H", "H", "O", "H", "H", "N", "H", "N", "H", "C", "C", "C", "H", "N", "O", "N", "H", "C", "O", "O", "O", "O", "H", "H", "H", "O", "O", "H", "N", "H", "O", "H", "O", "H", "C", "H", "C", "H", "H", "N", "C", "C", "H", "O", "H", "O", "H", "H", "H", "N", "C", "O", "O", "O", "O", "H", "H", "O", "N", "C", "H", "O", "H", "O", "O", "O", "H", "H", "O", "H", "C", "H", "H", "H", "O", "H", "O", "H", "H", "C", "N", "H", "H", "H", "F", "H", "H", "N", "C", "H", "H", "O", "H", "H", "H", "C", "O", "H", "N", "H", "H", "N", "O", "H", "C", "H", "H", "O", "H", "N", "P", "N", "O", "O", "H", "O", "H", "O", "C", "C", "N", "H"], "xyz": [[7.635, 0.608, -0.657], [1.408, -0.221, -1.359], [3.738, -4.685, 2.343], [13.027, 2.581, 0.810], [-1.383, 3.913, 1.028], [10.636, 4.394, 0.824], [-6.135, -4.360, 4.478], [-5.630, 4.418, -2.514], [7.366, -3.409, -0.345], [5.066, -2.457, -1.092], [-1.563, -4.716, 2.602], [9.033, -0.202, -1.991], [-12.602, 8.200, -5.193], [12.033, -4.160, -3.023], [0.559, -8.129, -0.662], [2.446, -1.291, -1.325], [-7.775, 4.921, -4.164], [-0.475, -6.748, -0.183], [9.630, 1.138, -0.954], [7.696, -3.045, -2.436], [2.696, -1.553, -2.342], [3.371, -3.932, 3.029], [-13.953, 6.613, -5.081], [11.549, 4.730, -0.675], [2.867, -4.680, 1.140], [-1.344, -1.640, 5.622], [-12.606, 7.142, -5.432], [-6.093, -3.761, -0.744], [5.498, -3.251, -1.698], [0.800, -4.878, -5.941], [-0.651, 4.539, 1.750], [-0.893, 4.811, 2.922], [-1.839, -0.959, 3.703], [10.728, -5.744, -2.647], [-1.785, -0.753, 5.178], [0.957, -2.719, -4.927], [-4.165, 0.035, 7.093], [3.142, -5.482, 0.257], [-3.535, 4.539, -2.985], [-6.928, 6.423, -3.714], [5.237, 1.836, 1.348], [-12.461, 6.985, -6.495], [-0.797, -4.352, 0.209], [12.551, -4.055, -1.931], [12.356, 4.882, 0.916], [1.613, -3.624, -4.470], [5.292, 2.481, -0.313], [-0.775, -1.157, 3.151], [-0.794, -0.335, -0.206], [12.545, -3.826, -4.073], [-4.542, 3.353, -0.413], [-4.133, 4.299, -0.755], [-1.597, 7.102, 3.054], [-6.847, -3.093, 4.800], [2.489, -5.234, -5.469], [9.366, -0.488, -0.258], [3.497, 2.786, 0.702], [11.607, 4.353, 0.341], [0.635, 4.997, 1.183], [-6.890, 5.849, -5.405], [-2.912, -3.961, 0.040], [-6.853, 1.213, 7.746], [-9.442, 6.237, -5.663], [1.591, 0.403, -2.231], [1.145, -5.656, -4.367], [-6.272, -4.637, -0.130], [-8.707, 6.681, -4.801], [-1.901, -3.796, 2.133], [3.412, 3.833, 0.087], [11.259, 2.183, -0.355], [-0.551, -8.607, 1.632], [7.454, 1.109, 0.440], [2.079, -2.188, -0.838], [1.178, 5.529, 1.954], [2.678, 2.398, 1.509], [0.357, -7.836, 1.394], [9.031, 0.231, -0.999], [1.473, 0.424, -0.485], [-2.651, 8.265, 1.003], [1.183, 4.121, 0.860], [-5.454, -2.524, 1.074], [-14.020, 5.724, -4.258], [1.947, -3.903, 1.105], [-2.790, -0.597, 5.539], [-1.229, -2.982, 2.364], [-14.906, 7.112, -5.647], [-6.179, -2.449, 5.346], [-7.473, 5.909, -4.492], [-11.861, 6.611, -4.858], [10.014, -4.113, -2.472], [-6.307, 1.949, 6.211], [-7.057, -1.733, -0.134], [-7.714, -3.360, 5.397], [2.371, -3.549, -3.520], [0.167, -2.129, -0.452], [-7.146, -2.639, 3.861], [10.666, -4.746, -3.068], [-4.450, 4.428, -2.203], [4.369, 0.991, 0.031], [5.128, -4.224, -1.389], [-4.608, 5.135, -0.251], [3.645, -0.905, -0.639], [3.680, -5.679, 2.777], [-1.167, 0.117, 5.355], [12.004, 2.922, 0.262], [-5.995, 1.468, 7.133], [-6.825, -3.675, -1.537], [5.303, -3.080, -2.749], [-6.756, -5.203, 3.858], [10.341, -4.775, -4.100], [-2.916, -3.555, 2.428], [0.409, 5.646, 0.342], [0.445, -7.287, 0.015], [-2.922, -0.925, 3.161], [-1.622, -1.821, -1.448], [6.967, -3.235, -1.478], [-3.059, 4.323, -0.631], [1.297, -6.624, -0.036], [-5.320, 0.197, 6.763], [1.195, -7.487, 2.204], [4.748, -4.461, 2.016], [1.499, -4.957, -5.119], [-0.869, -0.070, -2.285], [-0.097, 8.057, 2.887], [6.768, 0.397, -1.476], [-5.078, -3.763, -1.133], [-1.477, 8.246, 1.315], [-0.335, -1.113, -1.384], [-6.218, -2.573, 0.139], [-5.968, -0.621, 6.139], [-0.546, 8.367, 0.546], [-1.633, 8.877, 3.296], [-4.988, -4.482, 4.855], [0.148, -1.920, -2.539], [-8.915, 7.706, -4.185], [-1.171, 8.055, 2.757], [4.698, 1.955, 0.418], [-1.877, -4.050, 0.669], [-5.289, 2.081, 7.678]], "homo_energy_ha": -0.1122, "molar_mass_g_mol": 1181.786, "total_charge": -1, "multiplicity": 1, "fmax_ev_per_a": 0.70}

{"formula": "C30H44Br2N2P2Tc", "method": "ωB97M-V/def2-TZVPD", "species": ["C", "H", "H", "H", "H", "H", "H", "P", "Br", "H", "C", "H", "C", "H", "C", "H", "H", "C", "H", "H", "H", "H", "C", "C", "H", "C", "N", "C", "H", "H", "H", "H", "H", "C", "H", "C", "C", "H", "H", "C", "C", "H", "H", "H", "H", "C", "H", "C", "H", "H", "H", "C", "C", "C", "H", "C", "C", "H", "C", "H", "P", "C", "Tc", "H", "H", "H", "C", "H", "C", "C", "H", "H", "C", "H", "C", "Br", "C", "H", "H", "C", "N"], "xyz": [[-2.125, -1.217, -0.193], [6.054, -1.538, -0.332], [5.896, -0.552, -1.806], [4.899, 1.175, -3.692], [-0.778, 3.630, -0.344], [-6.949, -2.303, 2.761], [-5.285, 0.574, 0.258], [-0.376, -1.214, -0.849], [1.245, 2.565, -2.457], [-4.668, 1.323, -2.191], [1.752, 0.042, 1.857], [2.286, 0.430, -3.713], [-1.733, -2.013, -3.292], [-0.390, -3.272, -2.154], [-4.383, 1.443, 2.022], [2.339, 1.422, 4.907], [1.769, -4.228, 0.050], [-4.937, 0.469, 2.918], [0.426, -1.963, -3.002], [-2.471, -0.174, -0.204], [3.158, 2.680, -0.411], [0.656, 3.053, 3.913], [0.511, 1.985, 2.081], [1.015, 2.188, 3.369], [1.986, -0.846, 1.264], [3.130, -0.028, -3.172], [-5.522, -1.914, 4.246], [0.347, -2.609, 0.151], [-6.527, -0.231, 1.528], [-1.993, -0.957, -3.409], [5.165, -0.586, -3.711], [-0.388, -3.426, 0.075], [4.156, 3.010, -2.822], [-5.980, -0.392, 2.465], [-2.048, -2.837, 1.285], [-4.652, -1.042, 4.766], [-3.778, 1.976, -0.276], [-1.536, -2.432, -4.288], [-3.547, 0.806, 4.560], [-4.570, 1.282, 0.668], [-1.412, 1.785, -1.364], [-2.759, -1.723, -0.933], [-3.643, 2.168, 2.375], [-0.278, 2.615, 1.647], [3.745, -1.757, -1.040], [1.931, 1.291, 3.915], [1.949, -3.081, -1.286], [3.934, 2.037, -0.852], [4.219, 0.189, -4.998], [4.593, 1.731, -0.026], [2.520, -2.677, 0.349], [-2.475, 1.361, -2.191], [4.709, 2.844, -1.889], [4.435, 0.208, -3.920], [2.922, -1.113, -3.118], [-2.802, 2.919, 0.163], [1.720, -3.162, -0.219], [-2.599, -2.550, -2.880], [5.581, -0.641, -0.758], [-1.825, -1.195, 1.969], [3.047, 0.496, -1.395], [-2.354, -1.786, 1.207], [0.314, 0.901, -0.815], [5.949, 0.227, -0.198], [-2.255, 0.887, -3.148], [5.680, 2.394, -2.134], [-0.486, -2.207, -2.432], [4.910, 3.837, -1.462], [-6.215, -1.587, 3.151], [2.293, 0.205, 3.138], [-2.965, 3.542, 1.043], [-4.158, -1.339, 5.689], [4.071, -0.802, -0.609], [3.805, -0.795, 0.456], [-1.581, 2.897, -0.493], [3.537, -1.078, 3.813], [-4.329, 0.172, 4.146], [0.341, -2.298, 1.203], [-3.427, -1.729, 1.440], [-3.741, 1.557, -1.651], [0.946, 0.980, 1.281]], "homo_energy_ha": [-0.7282, -0.7342], "molar_mass_g_mol": 752.452, "total_charge": 4, "multiplicity": 4, "fmax_ev_per_a": 5.56}

{"formula": "C6H4DyO6", "method": "ωB97M-V/def2-TZVPD", "species": ["Dy", "H", "H", "H", "C", "C", "O", "O", "H", "O", "C", "O", "C", "C", "O", "O", "C"], "xyz": [[0.057, 0.251, -0.502], [0.939, -1.506, 2.787], [-0.505, -0.512, 2.495], [1.284, 0.542, 1.653], [-0.148, 2.249, -0.011], [-1.011, 0.860, -2.392], [0.076, -2.708, -1.719], [-0.193, 3.331, 0.370], [-0.121, -1.908, 1.444], [-1.550, 1.172, -3.363], [0.026, -1.637, -1.362], [-2.884, -0.295, 0.704], [-1.891, -0.068, 0.189], [0.243, -1.178, 2.111], [1.154, -0.205, 1.223], [2.756, 0.910, -2.049], [1.767, 0.702, -1.578]], "homo_energy_ha": [-0.9452, -0.9305], "molar_mass_g_mol": 334.592, "total_charge": 3, "multiplicity": 6, "e_above_lowest_kj_mol": 775.6, "fmax_ev_per_a": 13.22}